The molecule C4H10N2O in a non-equilibrium geometry. Source: the OMol25 dataset; level of theory: ωB97M-V/def2-TZVPD.

```
! RIJCOSX wB97M-V def2-TZVPD def2/J DEFGRID3
* xyz 0 1
C 2.08 -0.33 0.75
C 1.02 -1.14 0.06
C -0.02 -0.40 -0.72
N -1.03 -1.35 -1.06
C -0.70 0.75 0.10
N -0.14 2.01 -0.02
O -1.57 0.54 0.92
H 2.77 -0.98 1.33
H 1.61 0.13 1.65
H 2.68 0.26 0.08
H 1.59 -1.94 -0.46
H 0.57 -1.69 0.91
H 0.31 0.19 -1.61
H -1.94 -1.20 -1.47
H -0.76 -2.31 -0.98
H 0.45 2.06 -0.84
H -0.79 2.77 0.16
*
```

Summary:
**SMILES**: CC[C@@H](N)C(N)=O
**Kohn-Sham gap**: 9.75 eV
**ΔE to the lowest compared entry with this formula, charge and spin**: 31.9 kcal/mol

Taken from the Mulliken analysis, the atomic charges in e are:
1 C -1.3408
2 C -0.6846
3 C 0.6128
4 N -0.5039
5 C 0.0942
6 N -0.4011
7 O -0.5875
8 H 0.3817
9 H 0.3278
10 H 0.3339
11 H 0.4267
12 H 0.3606
13 H 0.2002
14 H 0.1390
15 H 0.1529
16 H 0.2242
17 H 0.2641